Density functional theory data (wB97M-V/def2-TZVPD) for a structure of composition C21H42N7P2Pd.

Last column: Mulliken charge in e.
Element x y z (Å)
Pd (-1.12771, -0.18103, 0.37509)  -0.742
C (-4.80033, 1.92880, 0.64175)  -1.332
P (-3.21428, 1.55421, -0.20814)  0.547
C (-2.88614, 3.19286, -0.97182)  -1.386
C (-3.80946, 0.55720, -1.63460)  0.232
C (-4.52535, 1.14313, -2.67471)  -0.348
C (-4.96074, 0.39999, -3.76115)  -0.851
C (-4.68976, -0.95628, -3.81179)  -0.784
C (-3.99007, -1.56007, -2.77742)  -0.379
C (-3.53887, -0.82319, -1.68428)  0.440
P (-2.59338, -1.61307, -0.31767)  1.403
C (-3.89761, -1.92025, 0.93489)  -1.384
C (-2.37204, -3.33411, -0.91834)  -1.544
H (-5.53798, 2.34431, -0.04735)  0.360
H (-4.61192, 2.64826, 1.43981)  0.437
H (-5.21203, 1.02568, 1.09060)  0.341
H (-3.77677, 3.66398, -1.38910)  0.480
H (-2.13644, 3.09546, -1.75832)  0.379
H (-2.48997, 3.85062, -0.19559)  0.377
H (-4.74770, 2.20243, -2.64512)  0.247
H (-5.50767, 0.87971, -4.56210)  0.402
H (-5.02237, -1.54917, -4.65372)  0.393
H (-3.79586, -2.62135, -2.84260)  0.301
H (-4.82969, -2.23768, 0.46467)  0.390
H (-4.07079, -1.01887, 1.51985)  0.321
H (-3.55857, -2.70086, 1.61746)  0.418
H (-3.30981, -3.81781, -1.19507)  0.476
H (-1.94657, -3.91156, -0.09519)  0.382
H (-1.68898, -3.36195, -1.76852)  0.442
N (3.24087, -3.96003, -0.48237)  -0.546
C (3.60394, -3.89102, 0.94683)  0.242
C (4.16950, -2.52427, 1.34565)  -1.504
C (3.15563, -1.37885, 1.37721)  0.430
N (2.75594, -1.02494, 0.00976)  -0.386
C (1.92134, -1.77430, 2.19040)  -0.991
C (1.31956, -3.10372, 1.74982)  0.006
N (0.72858, -2.96323, 0.37584)  0.322
C (2.36207, -4.21822, 1.77435)  -1.328
H (3.91510, -3.46451, -1.05251)  0.204
H (1.50903, -2.85080, -0.29602)  0.458
H (3.24700, -4.92605, -0.79090)  0.250
H (4.37330, -4.63309, 1.18477)  0.354
H (5.00609, -2.26496, 0.68954)  0.402
H (4.59329, -2.62932, 2.34819)  0.453
H (3.62425, -0.53204, 1.89500)  0.333
H (3.54022, -0.63733, -0.50137)  0.314
H (2.02097, -0.32476, 0.02846)  -0.064
H (1.16560, -0.98487, 2.15072)  0.123
H (2.21559, -1.88628, 3.23641)  0.510
H (0.49189, -3.37234, 2.40758)  0.432
H (0.05621, -2.13371, 0.33448)  -0.548
H (0.19941, -3.79477, 0.12429)  0.521
H (1.92604, -5.16257, 1.43480)  0.404
H (2.64963, -4.36699, 2.81789)  0.467
C (3.52543, 3.60064, -0.96503)  -1.264
C (3.14296, 4.66684, 0.05704)  0.827
C (3.86797, 4.45561, 1.38153)  -1.395
C (1.62628, 4.75678, 0.24210)  -1.295
N (1.02948, 3.49681, 0.68058)  0.757
C (0.57531, 2.46685, -0.03257)  -0.381
N (0.19808, 1.52656, 0.80308)  0.085
N (0.44138, 1.99916, 2.04501)  -0.322
N (0.93701, 3.17616, 1.97860)  -0.465
H (4.59225, 3.64934, -1.18089)  0.444
H (2.98967, 3.72746, -1.90881)  0.343
H (3.31858, 2.59731, -0.58144)  0.119
H (3.42953, 5.64353, -0.34438)  0.308
H (3.57880, 3.51122, 1.84635)  0.242
H (3.64755, 5.25450, 2.09009)  0.362
H (4.94599, 4.43284, 1.22164)  0.423
H (1.13712, 5.02890, -0.69333)  0.402
H (1.36398, 5.49628, 0.99645)  0.415
H (0.51045, 2.43679, -1.10635)  0.523

For the HOMO-LUMO gap, the calculation gives 7.11 eV. The charge is +1. The spin multiplicity is 1. As for the HOMO energy: -8.9 eV.


Density functional theory data (wB97M-V/def2-TZVPD) for the molecule C5H7Cl in a non-equilibrium geometry.

Last column: Mulliken charge in e.
Element x y z (Å)
C (-0.26712, -1.33936, -1.61121)  -0.581
C (0.78421, -0.42560, -0.68288)  -0.736
C (0.21272, 0.61684, 0.17494)  0.582
C (-0.02790, 1.82425, -0.32548)  -0.480
C (0.05975, 0.00606, 1.62945)  -0.725
Cl (-1.20175, -1.34371, 2.23932)  -0.219
H (-0.08250, -2.08913, -2.17810)  0.450
H (-1.52193, -1.07157, -1.76323)  0.178
H (1.60427, -1.06810, -0.44212)  0.367
H (-0.73790, 2.68950, 0.09665)  0.260
H (0.37412, 1.87369, -1.50294)  0.249
H (-0.02423, 0.86040, 2.43532)  0.310
H (0.82826, -0.53326, 1.93028)  0.343

For the HOMO-LUMO gap, the calculation gives 8.99 eV. The spin multiplicity is 1. As for the structure (SMILES): C=CC(=C)CCl. As for the HOMO energy: -8.9 eV.


Density functional theory data (wB97M-V/def2-TZVPD) for a structure of composition C6H8O2 in a non-equilibrium geometry.

Last column: Mulliken charge in e.
Element x y z (Å)
C (1.36988, 1.31909, -1.77658)  -0.140
C (0.49625, 0.23128, -1.20047)  0.395
C (-0.50509, 0.66716, -0.08325)  -0.094
C (-1.57343, -0.07030, 0.60742)  -0.734
C (0.48712, -1.04976, 1.46736)  -0.350
C (0.52732, -0.72748, -0.08164)  -0.187
H (1.91310, 1.81762, -0.96759)  0.317
H (0.18686, -0.22204, -2.23962)  0.288
H (-0.17817, 1.54960, 0.71149)  0.173
H (-2.30489, -0.69935, 0.17719)  0.331
H (-2.22699, 0.71517, 1.03450)  0.297
H (1.09123, -0.42844, 2.57677)  0.230
H (0.48377, -2.32682, 1.64755)  0.217
H (0.07875, -1.63393, -0.54527)  0.158
O (1.27264, 1.57810, -3.03999)  -0.511
O (-1.11836, -0.71990, 1.71212)  -0.389

For the HOMO-LUMO gap, the calculation gives 9.13 eV. The spin multiplicity is 1. As for the HOMO energy: -9.1 eV.


| no. | LUMO level (hartree) |
| --- | --- |
| 1 | -0.066 |
| 2 | 0.002 |
| 3 | 0.001 |